The following is a quantum chemistry calculation of C9H18N2O3 in the gas phase, from the OMol25 dataset.

XYZ file:
```
32
Properties=species:S:1:pos:R:3:mulliken_charge:R:1
C 1.461 2.312 -0.804 -1.124
C -0.003 2.083 -1.287 -0.543
C -1.087 1.744 -0.239 0.318
C -0.796 2.421 1.167 -1.746
C -1.314 0.250 0.015 -0.355
N -0.207 -0.483 0.568 0.080
C -0.328 -1.718 1.091 0.506
O -1.379 -2.172 1.437 -0.680
C 0.944 -2.520 1.150 0.459
C 1.874 -1.994 0.191 -1.426
N 0.755 -3.930 1.203 -0.665
C -1.601 -0.568 -1.368 0.479
O -1.114 -1.626 -1.612 -0.465
O -2.600 0.000 -2.100 -0.541
H 1.484 2.916 0.125 0.276
H 2.043 3.076 -1.283 0.401
H 1.884 1.341 -0.596 0.204
H 0.084 1.388 -2.190 0.196
H -0.209 3.096 -1.686 0.420
H -1.964 2.243 -0.695 0.458
H 0.194 2.061 1.527 0.342
H -0.733 3.536 1.216 0.342
H -1.597 2.072 1.766 0.534
H -2.218 0.179 0.729 0.355
H 0.546 -0.385 0.023 0.001
H 1.525 -2.399 2.060 0.113
H 2.835 -2.616 0.089 0.403
H 2.112 -0.950 0.475 0.337
H 1.311 -1.989 -0.824 0.336
H -0.214 -4.039 1.355 0.318
H 0.928 -4.293 0.283 0.252
H -2.614 0.964 -1.788 0.414
```

The calculation puts the energy at -18746.480 eV. The calculation puts the HOMO energy at -0.343 hartree. As for the gap between HOMO and LUMO: 9.7674 eV. The value obtained for the energy above the lowest of the compared OMol25 structures with the same formula, charge and spin is 2.536 eV. As for the spin multiplicity: 1. As for the structure (SMILES): CC[C@H](C)[C@H](NC(=O)[C@H](C)N)C(=O)O.

The following is a quantum chemistry calculation of C9H18N2S in the gas phase, from the OMol25 dataset.

XYZ file:
```
30
Properties=species:S:1:pos:R:3:mulliken_charge:R:1
C -4.166 -1.269 0.708 -1.147
C -3.222 -1.042 -0.463 -0.483
C -2.464 0.351 -0.715 -0.348
C -1.142 0.099 0.183 -0.897
C -0.406 1.399 0.513 -0.657
C 0.449 1.768 -0.760 -1.084
N 1.316 0.571 -1.088 -0.358
C 2.391 0.170 -0.403 0.628
N 2.906 0.800 0.694 -0.551
C 4.170 0.104 0.937 -0.504
C 4.529 -0.963 -0.216 -0.641
S 2.876 -1.403 -0.598 -0.204
H -3.492 -1.626 1.511 0.284
H -4.938 -2.004 0.718 0.405
H -4.837 -0.382 0.966 0.255
H -2.490 -1.777 -0.822 0.362
H -4.011 -0.948 -1.367 0.241
H -3.143 1.014 -0.140 0.274
H -2.284 0.515 -1.847 0.276
H -0.394 -0.744 0.089 0.638
H -1.524 -0.007 1.209 0.182
H -1.161 2.175 0.667 0.508
H 0.283 1.203 1.466 0.356
H -0.015 1.871 -1.673 0.488
H 0.920 2.724 -0.896 0.380
H 0.649 -0.117 -1.330 0.314
H 3.768 -0.792 1.704 0.269
H 5.122 0.746 1.295 0.294
H 5.027 -1.792 0.450 0.279
H 5.285 -0.645 -0.793 0.442
```

The calculation puts the energy at -23435.365 eV. The calculation puts the HOMO energy at -0.295 hartree. As for the gap between HOMO and LUMO: 8.7909 eV. The value obtained for the energy above the lowest of the compared OMol25 structures with the same formula, charge and spin is 5.661 eV. As for the spin multiplicity: 1. As for the structure (SMILES): CCCCCCNC1=NCCS1.

The following is a quantum chemistry calculation of 2 unconnected molecules or ions with the total composition C9H18NP, from the OMol25 dataset.

XYZ file:
```
29
Properties=species:S:1:pos:R:3:mulliken_charge:R:1
C 1.997 -1.303 -2.962 0.446
C 1.518 -0.414 -2.297 -0.803
C 2.002 -1.649 1.150 -0.983
C -1.624 0.768 2.975 -1.181
C -1.465 -0.382 -1.327 -1.252
C -0.977 1.129 -3.301 -1.485
C 1.383 -0.677 2.147 -0.528
C -0.269 1.063 2.313 -0.422
C -0.814 0.915 -1.799 0.349
N 0.211 -0.084 1.632 -0.030
P 0.996 0.932 -1.330 -0.100
H 2.387 -2.080 -3.552 0.434
H 1.260 -2.381 0.842 0.283
H 2.337 -1.109 0.264 0.104
H 2.852 -2.155 1.598 0.413
H -1.519 -0.027 3.709 0.310
H -1.995 1.663 3.470 0.378
H -2.342 0.452 2.224 0.274
H -1.272 -0.531 -0.264 0.240
H -2.539 -0.348 -1.500 0.427
H -1.051 -1.226 -1.879 0.319
H -2.032 1.167 -3.564 0.425
H -0.506 0.317 -3.848 0.321
H -0.509 2.064 -3.615 0.387
H 1.110 -1.243 3.058 0.286
H 2.129 0.072 2.471 0.391
H -0.435 1.861 1.578 0.233
H 0.436 1.443 3.072 0.436
H -1.268 1.763 -1.267 0.326
```

The calculation puts the energy at -20399.373 eV. The calculation puts the HOMO energy (alpha / beta) at -0.325 / -0.280 hartree. As for the gap between HOMO and LUMO (alpha / beta): 8.0697 / 7.6191 eV. The value obtained for the energy above the lowest of the compared OMol25 structures with the same formula, charge and spin is 2.752 eV. As for the spin multiplicity: 1.

The following is a quantum chemistry calculation of a molecular structure, C9H18OPPb, from the OMol25 dataset.

XYZ file:
```
30
Properties=species:S:1:pos:R:3:mulliken_charge:R:1
C -2.183 -3.042 -0.626 -0.553
C -2.270 -2.622 -1.985 -0.556
C -2.959 -1.370 -2.022 -0.631
C -3.336 -1.037 -0.685 -0.587
C -2.853 -2.068 0.175 -0.676
Pb 0.554 -1.371 1.549 0.024
P 2.862 -2.416 0.329 -0.260
H -1.692 -3.931 -0.248 0.431
H -1.879 -3.183 -2.833 0.390
H -3.159 -0.777 -2.900 0.392
H -2.998 -2.140 1.261 0.468
H -3.894 -0.152 -0.348 0.433
H 3.757 -1.719 -0.562 0.068
H 2.675 -3.614 -0.452 0.090
H 3.833 -2.894 1.283 0.067
C -0.956 2.511 -0.128 -1.002
C 0.313 1.795 -0.527 -0.364
O 0.814 0.989 0.556 -0.292
C 1.461 1.743 1.605 -0.069
C 2.782 2.374 1.172 -1.211
H -1.756 1.802 0.120 0.187
H -1.314 3.141 -0.947 0.389
H -0.801 3.179 0.730 0.323
H 0.166 1.091 -1.349 0.303
H 1.107 2.496 -0.814 0.252
H 0.778 2.530 1.976 0.167
H 1.594 1.033 2.436 0.245
H 2.609 3.262 0.550 0.307
H 3.322 2.708 2.066 0.389
H 3.422 1.684 0.618 0.277
```

The calculation puts the energy at -26204.926 eV. The calculation puts the HOMO energy (alpha / beta) at -0.066 / -0.067 hartree. As for the gap between HOMO and LUMO (alpha / beta): 4.7262 / 4.7674 eV. The value obtained for the energy above the lowest of the compared OMol25 structures with the same formula, charge and spin is 0.000 eV. As for the spin multiplicity: 1. The charge is -1.

The following is a quantum chemistry calculation of a molecular structure, C9H18OPSn, from the OMol25 dataset.

XYZ file:
```
30
Properties=species:S:1:pos:R:3:mulliken_charge:R:1
C 1.969 0.003 -1.689 -0.967
C 2.470 0.971 -2.555 0.064
C 1.639 2.083 -2.908 -1.155
C 0.234 1.914 -2.736 0.270
C -0.219 0.943 -1.868 -0.726
Sn 1.130 1.409 -0.197 0.184
P 2.405 -0.513 1.541 -0.117
H 2.479 -0.940 -1.432 0.404
H 3.465 0.935 -3.046 0.254
H 1.984 2.871 -3.587 0.361
H -1.273 0.685 -1.737 0.019
H -0.459 2.495 -3.357 0.252
H 2.483 -0.167 2.925 0.053
H 3.699 -1.030 1.231 0.083
H 1.573 -1.683 1.531 0.051
C -1.551 1.205 2.320 -1.142
C -1.044 -0.207 2.100 -0.230
O -0.652 -0.423 0.732 -0.012
C -1.613 -1.115 -0.086 -0.485
C -1.925 -2.520 0.389 -1.285
H -0.772 1.970 2.193 0.190
H -1.954 1.271 3.336 0.434
H -2.369 1.443 1.635 0.262
H -0.134 -0.397 2.688 0.210
H -1.818 -0.939 2.376 0.264
H -2.525 -0.497 -0.150 0.355
H -1.183 -1.158 -1.092 0.380
H -2.426 -2.513 1.361 0.367
H -2.602 -2.972 -0.342 0.398
H -1.012 -3.125 0.425 0.264
```

The calculation puts the energy at -26786.084 eV. The calculation puts the HOMO energy at -0.039 hartree. As for the gap between HOMO and LUMO: 4.2215 eV. As for the spin multiplicity: 1. The charge is -1.

The following is a quantum chemistry calculation of 2 unconnected molecules or ions with the total composition C9H18Si3, from the OMol25 dataset.

XYZ file:
```
30
Properties=species:S:1:pos:R:3:mulliken_charge:R:1
C 0.795 -2.857 -0.304 -0.559
C 0.731 -2.371 0.985 -0.786
C 0.719 -1.998 -1.377 -0.718
C 0.855 -1.005 1.160 -0.436
C 0.862 -0.678 -1.175 -0.323
C 0.940 -0.069 0.120 0.744
C -3.012 -0.529 -0.796 -1.036
C 3.124 1.903 -0.261 -1.166
C 0.434 3.128 -0.613 -0.956
Si -3.015 -1.241 0.935 0.478
Si -2.194 0.587 2.136 0.132
Si 1.369 1.728 0.270 0.043
H 0.837 -3.797 -0.574 0.567
H 0.777 -3.027 1.843 0.371
H 0.679 -2.404 -2.345 0.469
H 0.831 -0.469 2.093 0.600
H 1.031 -0.060 -2.071 0.289
H -3.665 -1.186 -1.402 0.276
H -3.514 0.532 -0.910 0.313
H -2.118 -0.252 -1.215 0.335
H 3.754 1.458 0.432 0.373
H 3.427 1.513 -1.296 0.313
H 3.383 2.928 -0.291 0.366
H -0.502 3.477 -0.149 0.328
H 1.097 3.999 -0.589 0.294
H 0.221 2.916 -1.752 0.283
H -2.729 -2.609 0.701 -0.165
H -4.463 -1.484 1.215 -0.212
H -2.207 -0.302 3.530 -0.078
H 1.549 2.172 1.700 -0.138
```

The calculation puts the energy at -33253.998 eV. The calculation puts the HOMO energy at -0.319 hartree. As for the gap between HOMO and LUMO: 7.4047 eV. The value obtained for the energy above the lowest of the compared OMol25 structures with the same formula, charge and spin is 1.254 eV. As for the spin multiplicity: 1.